Below is one molecule with the formula C10H14O3 in a non-equilibrium geometry, with properties calculated with wB97M-V/def2-TZVPD.

Geometry as XYZ:
```
27
Properties=species:S:1:pos:R:3:mulliken_charge:R:1
C -0.6820 2.0875 1.7647 -1.12
C -0.6177 0.7415 2.5988 -0.62
C 0.1757 -0.5030 2.3554 -0.36
C -0.1762 -1.5783 1.2276 -1.02
C 0.0058 -0.8712 -0.1193 0.93
C 1.2976 -1.1149 -0.5637 -0.50
C 1.8660 -0.8179 -1.8844 -0.86
C 1.0040 -0.2935 -2.7483 0.89
C -0.3980 -0.2631 -2.2998 -0.29
C -0.8813 -0.3295 -1.0507 0.27
H -1.2346 1.9683 0.9827 0.27
H 0.2808 2.1966 1.3620 0.39
H -0.7474 3.0740 2.3347 0.30
H -1.6774 0.4664 2.6851 0.30
H -0.4120 1.2056 3.6466 0.36
H 0.2220 -1.0041 3.4089 0.24
H 1.1226 0.0689 2.2840 0.26
H -1.2108 -1.6800 1.3995 0.43
H 0.5027 -2.5750 1.1522 0.37
H 1.8728 -1.7119 0.2560 0.14
H 3.0107 -0.8784 -1.8269 0.25
H 2.0217 -0.2818 -4.1837 0.33
H -0.7662 0.5850 -4.0364 0.33
H -2.6128 0.7379 -1.0816 0.38
O 1.2489 0.2092 -3.9889 -0.56
O -1.1655 0.4833 -3.2204 -0.57
O -2.0492 0.0783 -0.4540 -0.56
```

Properties
Structure (SMILES): CCCCc1ccc(O)c(O)c1O
LUMO in hartree: 0.02168
Net charge: 0
Gap between HOMO and LUMO in eV: 8.76
Total energy in eV: -16735.383



Below is C10H14O5Yb as an isolated structure in a non-equilibrium geometry, with properties calculated with wB97M-V/def2-TZVPD.

Geometry as XYZ:
```
30
Properties=species:S:1:pos:R:3:lowdin_spin:R:1
Yb 0.3285 0.9683 -0.9388 0.99
C 0.3345 2.0155 0.7848 0.00
O 0.3290 2.5530 1.7448 0.00
C 0.3279 2.8261 -1.7750 0.00
O 0.3251 3.8326 -2.2290 0.00
C -1.6355 1.0506 -0.9364 0.00
O -2.7427 1.0475 -0.9162 0.00
C 2.2923 1.0516 -0.9276 0.00
O 3.4074 1.0614 -0.9168 0.00
C 0.3340 -0.6159 -2.5131 0.00
H 1.2612 -1.1894 -2.3660 0.00
H -0.5900 -1.1928 -2.3660 0.00
C 0.3323 0.5579 -3.1722 0.00
H -0.5936 0.9818 -3.5889 0.00
H 1.2559 0.9860 -3.5887 0.00
C -2.3016 -1.2715 1.9773 0.00
C -1.2443 -0.2139 1.6875 0.00
O -0.4682 -0.5698 0.5159 0.00
C 0.5499 -1.5556 0.7584 0.00
C 1.6538 -1.1095 1.7177 0.00
H -2.9679 -1.3825 1.1074 0.00
H -2.9005 -0.9312 2.8405 0.00
H -1.8534 -2.2390 2.2333 0.00
H -1.7718 0.7242 1.5254 0.00
H -0.5954 -0.0441 2.5658 0.00
H 0.0717 -2.4822 1.1069 0.00
H 1.0033 -1.8016 -0.2051 0.00
H 1.2976 -0.9635 2.7476 0.00
H 2.4147 -1.9088 1.7548 0.00
H 2.1458 -0.1851 1.3715 0.00
```

Properties
LUMO (alpha / beta) in hartree: -0.55820 / -0.56189
Net charge: +3
Gap between HOMO and LUMO (alpha / beta) in eV: 7.21 / 7.11
Spin multiplicity: 2
Total energy in eV: -52322.032



Below is C10H14O6RbS2 as an isolated structure in a non-equilibrium geometry, with properties calculated with wB97M-V/def2-TZVPD.

Geometry as XYZ:
```
33
Properties=species:S:1:pos:R:3:mulliken_charge:R:1
Rb -0.7188 1.3008 0.1791 0.58
C -1.1755 -2.4424 -1.2471 -0.53
C -1.2200 -1.0094 -0.8772 0.33
C -1.5386 0.0271 -1.9693 0.84
O -1.5192 1.2432 -1.6368 -0.87
C -1.8945 -0.4672 -3.3254 -0.70
C -2.0075 -1.7751 -3.5424 0.35
C -1.5735 -2.8186 -2.4818 0.38
O -1.5086 -4.1264 -2.6668 -0.78
O -2.4230 -2.0414 -4.7648 -0.79
O -0.8745 -0.6191 0.2894 -0.89
H -0.8684 -3.0708 -0.4242 0.39
H -2.0303 0.3213 -4.0508 0.41
C -1.0780 0.5585 3.6671 -1.05
S 0.6430 0.4459 2.9336 0.46
O 0.5712 1.0837 1.5408 -0.37
C 1.3863 1.8253 3.9852 -1.13
H -1.3892 1.5951 3.7958 0.31
H -1.1741 0.0648 4.6341 0.40
H -1.7869 -0.0204 3.0751 0.34
H 2.4257 2.1164 3.8337 0.30
H 1.1306 1.7140 5.0389 0.43
H 0.7633 2.7077 3.8391 0.34
C 1.4439 0.0359 -2.3150 -0.22
S 2.0847 1.3388 -1.2068 0.27
O 0.8705 2.1652 -0.9568 -0.58
C 2.3706 0.3313 0.3408 -0.45
H 1.1564 0.3583 -3.3158 0.35
H 0.6395 -0.4749 -1.7857 -0.27
H 2.1541 -0.7685 -2.5061 0.42
H 2.9823 -0.5536 0.1657 0.42
H 1.3960 -0.0476 0.6486 0.08
H 2.7624 1.0018 1.1057 0.23
```

Properties
LUMO in hartree: 0.05845
Net charge: -1
Gap between HOMO and LUMO in eV: 5.00
Total energy in eV: -45193.925



Below is C10H14OSbSe4W as an isolated structure, with properties calculated with wB97M-V/def2-TZVPD.

Geometry as XYZ:
```
31
Properties=species:S:1:pos:R:3:mulliken_charge:R:1
W -0.9645 -0.1312 -0.3550 1.56
C -3.8226 1.5226 2.5146 -1.81
C -2.3118 1.3437 2.5922 0.81
C -1.5909 2.5988 2.0891 -1.45
C -1.8147 0.0872 1.9039 0.02
C -2.6552 -0.7470 1.1572 -0.36
C -2.1737 -1.8763 0.4348 -1.00
C -0.8832 -2.3876 0.8306 0.90
C -0.4781 -3.7597 0.3901 -1.57
C -0.0439 -1.5528 1.5315 -0.52
C -0.4225 -0.2133 1.9084 -0.72
H -4.1121 2.3859 3.1117 0.43
H -4.3632 0.6589 2.9043 0.42
H -4.1474 1.7121 1.4892 0.40
H -2.0373 1.1988 3.6439 0.31
H -1.8589 2.8030 1.0520 0.36
H -0.5060 2.5133 2.1546 0.37
H -1.8913 3.4531 2.6941 0.45
H -3.6796 -0.4435 0.9947 0.42
H -2.8621 -2.5029 -0.1117 0.61
H -0.8357 -4.4900 1.1192 0.36
H 0.6009 -3.8483 0.3082 0.20
H -0.9226 -4.0074 -0.5729 0.40
H 0.9738 -1.8728 1.7197 0.63
H 0.2600 0.3935 2.4839 0.59
Se 4.0429 -1.8052 -2.3937 -0.14
Sb 3.4923 -0.1765 -0.5798 0.51
Se 1.1808 0.5701 -1.6843 -0.30
Se 0.0062 -1.3253 -2.3130 -0.25
Se 3.1768 -2.6363 -0.3320 -0.07
O -2.0001 1.0674 -0.9282 -0.55
```

Properties
LUMO in hartree: -0.14759
Net charge: +1
Gap between HOMO and LUMO in eV: 7.44
Total energy in eV: -282389.390



Below is C10H15BBeFNO10Pb as an isolated structure in a non-equilibrium geometry, with properties calculated with wB97M-V/def2-TZVPD.

Geometry as XYZ:
```
40
Properties=species:S:1:pos:R:3:mulliken_charge:R:1
Be 1.5951 -4.1347 0.3957 1.32
Pb 2.8256 -0.0969 -1.9953 1.45
O -0.0030 -3.0022 -0.6479 -0.52
C -0.8662 -2.2989 -1.1790 0.32
O -2.1234 -2.4477 -0.9667 -0.41
B -2.8922 -1.4196 -1.6603 0.94
O -1.8532 -0.6787 -2.4461 -0.42
C -0.6654 -1.0974 -2.1158 0.75
O 0.4064 -0.6908 -2.5057 -0.58
O -3.6160 -0.4825 -0.8048 -0.45
C -4.8998 -0.4867 -1.1255 0.59
O -5.7769 0.1035 -0.5631 -0.48
C -5.0854 -1.4485 -2.3028 0.61
O -3.9243 -2.0182 -2.5422 -0.46
O -6.0795 -1.5236 -2.9657 -0.45
F 2.5116 -2.4203 -1.0337 -0.63
C 0.3889 2.5245 -2.5606 -0.88
O 1.2956 1.9501 -1.6620 -0.18
C 1.0619 2.4074 -0.3189 -0.39
C 2.1987 1.8179 0.5362 -0.98
N 2.2265 0.3543 0.5044 -0.12
C 0.9616 -0.2304 1.0469 0.35
C 0.8266 -0.0501 2.5991 -0.86
O 1.8594 -0.7305 3.2706 -0.31
C 1.9865 -0.4319 4.6660 -0.80
H -0.6479 2.3008 -2.2971 0.33
H 0.4669 2.2175 -3.6032 0.31
H 0.5047 3.6105 -2.5511 0.36
H 0.0821 2.1610 0.0926 0.36
H 1.1232 3.4913 -0.2068 0.52
H 2.1645 2.1892 1.5610 0.43
H 3.1415 2.1677 0.1088 0.39
H 2.9752 0.0414 1.1155 0.36
H 0.9334 -1.3052 0.8515 -0.57
H 0.0967 0.0440 0.4444 0.28
H -0.1530 -0.3805 2.9560 0.54
H 0.7623 1.0188 2.8264 0.38
H 2.8649 -0.9504 5.0451 0.27
H 1.0886 -0.6954 5.2240 0.33
H 2.2378 0.6213 4.8099 0.33
```

Properties
LUMO in hartree: -0.45567
Net charge: +2
Gap between HOMO and LUMO in eV: 1.78
Total energy in eV: -41604.234



Below is C10H15BF3N6O2S2V as an isolated structure in a non-equilibrium geometry, with properties calculated with wB97M-V/def2-TZVPD.

Geometry as XYZ:
```
40
Properties=species:S:1:pos:R:3:lowdin_spin:R:1
V -0.2406 -0.0093 0.1525 2.80
C -1.6075 2.9378 2.6391 0.00
N -0.1806 2.7188 2.7850 0.00
C 0.7913 3.6877 2.8666 0.00
C 1.9709 3.0293 2.9308 0.00
N 1.7173 1.6769 2.8789 0.00
B 2.9725 0.7144 3.0385 0.00
N 2.8122 -0.7298 2.4595 0.00
C 3.0301 -1.8607 3.2123 0.00
C 3.1103 -2.9191 2.3745 0.00
N 2.9444 -2.4230 1.1010 0.00
C 3.0241 -3.1913 -0.1324 0.00
C 2.7019 -1.1059 1.1697 0.01
S 2.3077 -0.0680 -0.1651 0.02
C 0.4014 1.5092 2.7972 0.01
S -0.4748 0.0205 2.6478 0.03
H -1.7658 4.0069 2.5168 0.00
H -2.1413 2.5822 3.5193 0.00
H -1.9752 2.4091 1.7566 0.00
H 0.5591 4.7320 2.8182 0.00
H 2.9772 3.3928 2.9606 0.00
H 3.2202 0.5826 4.2257 0.00
H 3.8675 1.2931 2.4585 0.00
H 3.1173 -1.7982 4.2765 0.00
H 3.2599 -3.9632 2.5588 0.00
H 3.2686 -4.2171 0.1385 0.00
H 3.8035 -2.7851 -0.7737 0.00
H 2.0714 -3.1615 -0.6473 0.00
N -2.4099 0.4077 -0.2199 0.01
N -2.6127 1.8040 -0.2537 0.00
C -1.4865 2.5921 -0.5460 0.01
O -1.6799 3.7496 -0.8783 0.00
O -0.3462 2.0341 -0.3606 0.03
H -2.7346 -0.0735 -1.0657 0.00
H -2.9064 -0.0022 0.5809 0.00
H -3.4414 2.1132 -0.7586 0.00
F -2.1528 -2.3626 0.0174 0.01
C -0.7669 -2.1323 -0.0643 0.03
F -0.4926 -2.6606 -1.3253 0.01
F -0.2768 -3.1029 0.7676 0.01
```

Properties
LUMO (alpha / beta) in hartree: 0.10245 / 0.10217
Net charge: -1
Gap between HOMO and LUMO (alpha / beta) in eV: 6.71 / 7.88
Spin multiplicity: 4
Total energy in eV: -79842.138